Entry from the Open Molecules 2025 dataset: a 8-piece molecular cluster, C5H28N2O7 overall in a non-equilibrium geometry (ωB97M-V/def2-TZVPD).

Atoms and positions in Å:
C (-2.6362, 1.7579, 1.8704)
C (-1.3210, 2.3893, 1.4966)
N (-0.7687, 1.8091, 0.3045)
C (-0.1934, 0.3777, 0.4869)
C (0.4948, 0.1089, -0.8704)
N (0.9665, -1.2427, -0.9825)
C (1.9748, -1.4204, -1.9213)
H (-2.4816, 0.6790, 2.1996)
H (-3.0900, 2.4551, 2.7445)
H (-3.3324, 1.7967, 0.9169)
H (-1.3858, 3.4165, 1.1157)
H (-0.6076, 2.1891, 2.3559)
H (-1.4039, 1.6744, -0.4427)
H (0.5601, 0.4705, 1.2340)
H (-0.8159, -0.3209, 0.7316)
H (1.4644, 0.7824, -1.0035)
H (-0.1750, 0.5433, -1.5386)
H (0.3415, -1.9958, -0.7659)
H (2.8578, -1.8683, -1.5039)
H (2.4984, -0.3715, -2.1188)
H (1.7386, -2.0119, -2.8062)
H (3.3720, -2.4288, 0.8014)
H (2.3226, -2.6926, -0.3684)
O (2.7527, -3.0006, 0.4902)
H (0.4323, 2.6324, -1.1675)
H (0.4419, 4.0844, -1.2939)
O (0.6582, 3.2771, -1.7875)
H (3.8772, 0.1732, 1.6077)
H (3.7726, 1.0548, 0.4532)
O (4.2589, 0.9557, 1.3329)
H (-4.0818, -0.0437, -0.3313)
H (-3.2681, -0.8171, 0.7045)
O (-4.2763, -0.7944, 0.3080)
H (-0.9747, -3.1822, 1.5712)
H (0.0213, -2.1516, 1.8271)
O (-0.9446, -2.2335, 1.7021)
H (-2.0528, 2.2403, -3.4602)
H (-0.7040, 2.3338, -2.8293)
O (-1.7187, 1.9786, -2.7269)
H (0.7812, -3.8803, -0.0615)
H (0.4473, -4.2752, 1.3349)
O (0.1973, -4.4488, 0.3908)

Its HOMO energy is -9.18 eV. The molar mass comes out at 228.286 g/mol. Its SMILES is CCNCCNC.O.O.O.O.O.O.O. The value obtained for the energy above the lowest of the compared OMol25 structures with the same formula, charge and spin is 5.1529 eV. As for the total energy: -22947.5534 eV. The frontier orbital gap comes out at 0.341 Ha.